{"formula": "C4H5NS", "method": "wB97M-V/def2-TZVPD", "elements": ["S", "N", "C", "C", "C", "C", "H", "H", "H", "H", "H"], "positions_angstrom": [[2.82079, 0.52331, -0.02052], [2.38059, -1.10051, -0.25327], [1.26871, 1.30373, 0.22164], [0.08294, 0.90582, -0.14222], [1.20728, -1.47234, 0.02199], [-1.18298, 0.76872, -0.39053], [0.27608, -1.02460, 0.48706], [1.54297, 2.11641, 0.73699], [0.89245, -2.45949, -0.21711], [-1.78011, 0.12420, 0.26507], [-1.74595, 0.91871, -1.40003]], "mulliken_charge": [0.035, -0.467, -0.274, 0.044, -0.026, -0.636, 0.159, 0.406, 0.287, 0.254, 0.217], "de_lowest_kcal_mol": 86.0, "charge": 0, "e_homo_ev": -8.341, "orbital_gap_ev": 9.13, "e_tot_ev": -16550.334, "lumo_ha": 0.0291}

{"formula": "C5H7O5Pd", "method": "wB97M-V/def2-TZVPD", "elements": ["Pd", "O", "O", "O", "O", "O", "C", "C", "C", "C", "C", "H", "H", "H", "H", "H", "H", "H"], "positions_angstrom": [[3.69283, -4.64804, 1.61534], [2.84516, -3.78286, 2.80078], [0.36109, -1.44583, 3.82111], [4.13858, -1.27730, 2.56891], [-0.70559, -2.28581, 1.95222], [1.67639, -4.43872, 1.14707], [5.22440, -0.42810, 2.28746], [4.34449, -2.09099, 3.69488], [3.12832, -2.95368, 3.92084], [-0.08508, -1.99554, 2.89528], [1.61416, -3.64317, 2.10289], [5.23577, -2.72856, 3.54680], [6.15654, -0.99807, 2.13334], [4.99003, 0.11001, 1.36152], [4.51034, -1.47851, 4.59997], [3.29634, -3.60935, 4.78492], [2.25776, -2.31361, 4.10863], [5.38610, 0.28458, 3.11429]], "mulliken_charge": [0.538, -0.088, -0.452, -0.252, -0.357, -0.639, -0.748, -0.615, -0.305, 0.860, -0.045, 0.368, 0.305, 0.228, 0.401, 0.302, 0.198, 0.303], "s_squared": 3.76, "de_lowest_kcal_mol": 58.3, "charge": 0, "e_homo_ev": [-5.225, -9.386], "orbital_gap_ev": [4.75, 7.86], "multiplicity": 4, "e_tot_ev": -19006.749, "lumo_ha": [-0.0174, -0.0563]}

{"formula": "CH5NOP2", "method": "wB97M-V/def2-TZVPD", "elements": ["P", "P", "O", "N", "C", "H", "H", "H", "H", "H"], "positions_angstrom": [[-1.66117, -0.00054, -0.08980], [-0.29787, 1.36468, 0.54242], [3.16380, 0.97738, 0.12497], [2.03629, -1.04225, 0.52758], [2.49778, 0.01935, 0.29879], [-1.77271, -0.76508, -1.30982], [1.34916, -1.75819, 0.20083], [-0.81876, 1.88692, -0.59833], [-2.75437, 0.30769, -0.50624], [-1.74214, -0.98996, 0.80961]], "mulliken_charge": [0.037, -0.117, -0.434, -0.365, 0.464, 0.055, 0.301, -0.024, 0.020, 0.062], "de_lowest_kcal_mol": 65.3, "charge": 0, "e_homo_ev": -7.896, "orbital_gap_ev": 8.43, "e_tot_ev": -23229.627, "lumo_ha": 0.0197}

{"formula": "C3H5N3", "method": "wB97M-V/def2-TZVPD", "elements": ["N", "N", "N", "C", "C", "C", "H", "H", "H", "H", "H"], "positions_angstrom": [[0.35144, -1.26554, 0.36182], [2.24590, -0.20295, -0.00336], [1.65620, -1.23519, 0.42226], [0.43338, 1.09099, -0.17558], [-1.69565, 0.05512, 0.03033], [-0.19412, -0.06550, 0.03301], [-2.04184, -0.07796, 1.05599], [3.24794, -0.33822, 0.24333], [0.13518, 1.72962, -1.02386], [-2.09666, -0.72278, -0.62037], [-2.04177, 1.03240, -0.32355]], "mulliken_charge": [-0.405, -0.271, -0.228, -0.284, -0.932, 0.709, 0.255, 0.272, 0.267, 0.277, 0.342], "de_lowest_kcal_mol": 118.0, "charge": 0, "e_homo_ev": -9.370, "orbital_gap_ev": 8.90, "e_tot_ev": -7657.338, "lumo_ha": -0.0171}

{"formula": "C18H37O2P3Zr", "method": "wB97M-V/def2-TZVPD", "elements": ["Zr", "P", "P", "P", "O", "O", "C", "C", "C", "C", "C", "C", "C", "C", "C", "C", "C", "C", "C", "C", "C", "C", "C", "C", "H", "H", "H", "H", "H", "H", "H", "H", "H", "H", "H", "H", "H", "H", "H", "H", "H", "H", "H", "H", "H", "H", "H", "H", "H", "H", "H", "H", "H", "H", "H", "H", "H", "H", "H", "H", "H"], "positions_angstrom": [[-0.25152, -0.24091, -1.35086], [1.47713, 0.64040, 0.71980], [-1.48817, 2.07553, -1.77087], [2.00566, -0.67022, -2.66158], [-1.31895, -1.07967, -3.22762], [-1.91752, 0.76672, 1.56946], [-1.73685, -3.26477, -6.24028], [-0.17128, -2.27031, 0.08655], [-1.87030, -1.70371, -4.39042], [-3.07779, 1.83318, -2.61759], [3.00572, -0.25285, 1.22889], [1.73266, -0.94705, -4.44678], [-2.96825, -1.08537, -4.98534], [-1.28882, -2.82272, -4.97311], [3.33695, 0.59544, -2.61901], [-1.18684, -2.34272, -0.87867], [3.01323, -2.09482, -2.10297], [-0.69920, 3.27040, -2.92014], [-1.91798, 3.26567, -0.43893], [2.17258, 2.31679, 0.34474], [-3.41780, -1.53204, -6.23162], [-1.31548, 0.47189, 0.61191], [1.02732, 1.04006, 2.45221], [-2.84970, -2.66416, -6.83612], [-3.23243, 0.80541, -2.96388], [2.91789, 1.59254, -2.80284], [-1.21671, -4.07653, -6.76555], [-3.90430, 2.09369, -1.95271], [3.83755, 0.60629, -1.63999], [0.76093, -2.84315, -0.04077], [-1.10795, -3.03228, -1.71693], [2.59097, -1.44854, -4.90888], [-0.41978, -2.06412, 1.13772], [-3.38168, -0.21558, -4.48649], [0.82610, 0.11226, 2.99902], [3.49189, 0.33169, 2.02691], [-3.10775, 2.48692, -3.49368], [0.16168, 1.70396, 2.51907], [0.15723, 3.77646, -2.45048], [1.88946, 1.53958, 2.92035], [-1.03168, 3.53248, 0.15112], [-0.46862, -3.35529, -4.49727], [-1.45446, 4.01822, -3.20896], [2.73321, 2.32356, -0.59632], [0.83060, -1.54962, -4.62461], [-2.09535, -0.62340, -2.78491], [2.84737, 2.58526, 1.17026], [3.80562, -1.75352, -1.42429], [-0.34914, 2.75241, -3.82354], [-4.22110, -0.97848, -6.72365], [3.72008, -0.41167, 0.41343], [2.71050, -1.22080, 1.65434], [4.09075, 0.37711, -3.39179], [1.57580, 0.01195, -4.95586], [-2.20029, -2.00272, -0.65162], [3.46991, -2.58934, -2.96954], [1.35924, 3.05463, 0.29236], [2.39463, -2.81826, -1.56168], [-3.28631, -3.04916, -7.76246], [-2.32815, 4.18608, -0.87806], [-2.66048, 2.83693, 0.24182]], "mulliken_charge": [-0.233, 1.009, 1.326, 1.309, -0.231, -0.092, -0.837, -0.303, 1.176, -0.979, -1.237, -1.175, -0.488, -0.220, -1.347, -0.605, -1.326, -1.565, -1.368, -1.244, -0.690, 0.265, -1.467, -0.613, 0.110, 0.439, 0.432, 0.458, 0.402, 0.281, 0.426, 0.555, 0.385, 0.102, 0.455, 0.507, 0.481, 0.460, 0.414, 0.558, 0.362, 0.465, 0.542, 0.316, 0.229, -0.018, 0.478, 0.386, 0.436, 0.445, 0.343, 0.423, 0.497, 0.415, 0.550, 0.462, 0.345, 0.348, 0.450, 0.462, 0.533], "de_lowest_kcal_mol": 0.0, "charge": 4, "e_homo_ev": [-20.336, -20.334], "orbital_gap_ev": [4.08, 4.08], "e_tot_ev": -52463.065, "lumo_ha": [-0.5973, -0.5973]}

{"formula": "C22H24ClFeN6O4", "method": "wB97M-V/def2-TZVPD", "elements": ["Fe", "Cl", "O", "O", "O", "O", "N", "N", "N", "N", "N", "N", "C", "C", "C", "C", "C", "C", "C", "C", "C", "C", "C", "C", "C", "C", "C", "C", "C", "C", "C", "C", "C", "C", "H", "H", "H", "H", "H", "H", "H", "H", "H", "H", "H", "H", "H", "H", "H", "H", "H", "H", "H", "H", "H", "H", "H", "H"], "positions_angstrom": [[1.38228, -0.27717, -1.32238], [-0.81465, 4.64908, 1.05020], [1.84941, 5.83563, 0.75681], [3.58315, 4.89514, -0.23821], [4.15624, 2.47247, -1.19294], [3.03252, 0.56815, -1.37655], [0.10072, -1.73296, -2.28050], [0.80119, 1.56192, -0.54403], [1.01950, 0.56154, -3.11648], [0.69628, -0.84464, 0.44979], [-0.20404, 2.21664, 0.09520], [2.53552, -1.90295, -1.20336], [-0.75478, -0.96636, 4.99099], [-0.27523, 0.19271, -3.73258], [-1.89982, 0.49833, -0.28652], [0.19840, 3.48336, 0.38325], [-0.51429, -1.38404, 2.64836], [-1.54386, -2.33179, 2.68073], [-2.13792, 1.95576, 1.60081], [0.81304, -3.04553, -2.35395], [-0.11313, -0.69381, 3.79800], [0.13740, -1.10126, 1.42201], [1.84737, 2.39678, -0.54537], [1.73996, -3.15257, -1.16587], [2.33952, 4.89384, 0.20712], [-2.17241, -2.58811, 3.88332], [-0.32191, -1.31519, -3.65104], [-3.30680, 1.28946, 1.94297], [-1.43627, 1.56737, 0.46644], [1.52552, 3.63818, 0.00132], [3.13658, 1.84792, -1.07258], [-3.78032, 0.23387, 1.18176], [-1.77662, -1.90824, 5.03049], [-3.06380, -0.16413, 0.06203], [-3.42539, -0.98140, -0.55038], [1.10792, 1.57227, -3.04110], [0.12637, -3.88459, -2.46106], [1.17254, -3.15040, -0.23830], [-1.07229, 0.65107, -3.15722], [-1.27964, -1.74661, -3.93907], [-0.35878, 0.56882, -4.75181], [-4.69449, -0.27322, 1.45759], [2.36814, -4.04169, -1.17369], [3.09259, -1.81092, -0.35523], [-0.45727, -0.44818, 5.89180], [-3.84985, 1.61342, 2.82032], [-1.78797, 2.75038, 2.23973], [-2.96751, -3.31880, 3.93223], [1.78797, 0.26577, -3.72020], [0.68604, 0.03389, 3.75106], [-2.27047, -2.11800, 5.96992], [-1.84170, -2.85214, 1.78011], [3.86713, 4.05422, -0.65267], [0.43112, -1.71117, -4.33323], [3.20857, -1.89792, -1.96992], [1.42593, -3.00767, -3.25586], [-0.70417, -1.80720, -1.66326], [-1.34353, 0.19067, -1.14898]], "mulliken_charge": [-0.094, -0.058, -0.521, -0.512, -0.708, -0.463, 0.306, 0.299, -0.198, -0.386, -0.326, -0.331, -0.796, -0.604, 0.613, 0.327, 0.143, -0.265, -0.754, -0.677, -0.375, 1.090, -0.002, -0.552, 0.481, -0.855, -0.674, -0.957, 0.481, -0.219, 1.241, -0.725, -0.365, -0.756, 0.491, 0.362, 0.442, 0.184, 0.330, 0.402, 0.466, 0.483, 0.480, 0.368, 0.452, 0.449, 0.447, 0.446, 0.308, 0.530, 0.454, 0.471, 0.395, 0.417, 0.314, 0.342, 0.188, -0.028], "s_squared": 0.80, "de_lowest_kcal_mol": 0.0, "charge": 2, "e_homo_ev": [-14.979, -14.978], "orbital_gap_ev": [7.52, 7.59], "multiplicity": 2, "e_tot_ev": -87230.198, "lumo_ha": [-0.2741, -0.2716]}